#a
Below is a cluster of 2 separate species, C3H9N3OS in total, with properties calculated with ωB97M-V with the def2-TZVPD basis set.

Computed properties:
Highest occupied orbital energy ... -8.6 eV
SMILES string ... [H]/N=[NH+]\[O-].CN(C)C=S
Multiplicity ... 1
HOMO-LUMO gap ... 9.1 eV
E_LUMO ... 0.01885 Ha

Each line ends with the Mulliken charge.
Element x y z (Å)
H 1.64 0.88 -2.40  0.21
N 0.86 0.88 -1.74  -0.49
N -0.08 1.71 -2.11  0.66
O 0.02 2.61 -2.96  -0.60
H -0.95 1.74 -1.45  0.19
C -0.16 0.24 2.02  -0.82
N -0.24 -0.69 0.84  0.18
C 0.77 -1.66 0.65  -0.87
C -1.10 -0.50 -0.10  -0.11
S -2.42 0.57 -0.19  -0.39
H -1.21 0.39 2.34  0.32
H 0.56 -0.32 2.68  0.31
H 0.21 1.24 1.63  0.28
H 0.85 -2.21 1.54  0.40
H 0.57 -2.38 -0.20  0.29
H 1.79 -1.14 0.30  0.26
H -1.11 -1.38 -0.85  0.18

=====

#b
Below is a structure of composition C3H9N3OS, with properties calculated with ωB97M-V with the def2-TZVPD basis set.

Computed properties:
Highest occupied orbital energy ... -7.2 eV
Multiplicity ... 1
HOMO-LUMO gap ... 8.0 eV
E_LUMO ... 0.03039 Ha

Each line ends with the Mulliken charge.
Element x y z (Å)
C 0.22 -1.41 -2.04  -0.71
C -1.63 2.13 0.62  -0.84
C 0.97 -0.09 -0.38  0.14
N 0.36 -1.18 1.83  -0.01
N 0.94 -1.69 0.95  -0.46
N 0.67 0.95 0.49  -0.45
O -0.01 -0.31 -1.28  -0.23
S -0.78 0.71 1.49  0.07
H 1.15 -1.40 -2.69  0.26
H -0.80 -1.59 -2.42  0.26
H 0.54 -2.22 -1.28  0.34
H -1.33 2.23 -0.43  0.26
H -1.23 3.01 1.07  0.29
H -2.68 1.85 1.00  0.27
H 2.03 -0.15 -0.85  0.29
H 0.21 -1.80 2.73  0.18
H 1.37 0.96 1.21  0.33

=====

Relative energies in hartree: #a 0.0000; #b 0.0590

=====

#a
Below is a cluster of 2 separate species, C2H2BrCl3 in total, with properties calculated with ωB97M-V with the def2-TZVPD basis set.

Computed properties:
Highest occupied orbital energy (spin up / spin down) ... -8.6 / -8.4 eV
Multiplicity ... 1
HOMO-LUMO gap (spin up / spin down) ... 8.4 / 7.6 eV
E_LUMO (spin up / spin down) ... -0.00719 / -0.02815 Ha

Each line ends with the Mulliken charge.
Element x y z (Å)
C -1.36 -0.15 0.07  -0.53
C 1.15 -0.07 0.06  0.04
Cl -1.71 1.42 -0.31  -0.05
Cl 0.98 0.74 -1.52  -0.11
Cl 1.69 1.02 1.39  -0.11
Br 1.82 -1.78 0.02  0.02
H -1.32 -0.37 1.13  0.35
H -1.25 -0.81 -0.84  0.39

=====

#b
Below is a cluster of 2 separate species, C2H2BrCl3 in total, with properties calculated with ωB97M-V with the def2-TZVPD basis set.

Computed properties:
Highest occupied orbital energy (spin up / spin down) ... -9.8 / -9.8 eV
Multiplicity ... 1
HOMO-LUMO gap (spin up / spin down) ... 7.7 / 7.7 eV
E_LUMO (spin up / spin down) ... -0.07898 / -0.07895 Ha

Each line ends with the Mulliken charge.
Element x y z (Å)
C -0.91 -0.17 -0.12  -0.45
C 0.58 -0.14 0.30  0.04
Cl -1.75 1.44 0.31  -0.17
Cl 1.86 1.13 -1.57  -0.36
Cl 1.16 0.72 1.58  0.01
Br 1.29 -1.81 -0.05  0.10
H -1.35 -0.78 0.67  0.38
H -0.88 -0.38 -1.13  0.44

=====

Relative energies in hartree: #a 0.0443; #b 0.0000

=====

#a
Below is an isolated molecule of H4NPSi, with properties calculated with ωB97M-V with the def2-TZVPD basis set.

Computed properties:
Highest occupied orbital energy ... -8.4 eV
SMILES string ... [H]/P=N\[SiH3]
Multiplicity ... 1
HOMO-LUMO gap ... 8.3 eV
E_LUMO ... -0.00374 Ha

Each line ends with the Mulliken charge.
Element x y z (Å)
H -1.81 0.98 -0.17  -0.02
P -2.21 -0.32 -0.07  0.08
N -0.88 -1.01 0.33  -0.40
Si 1.10 0.05 0.00  0.43
H 1.02 1.50 -0.30  -0.05
H 1.54 -0.38 1.36  -0.02
H 1.24 -0.82 -1.16  -0.02

=====

#b
Below is a cluster of 2 separate species, H4NPSi in total, with properties calculated with ωB97M-V with the def2-TZVPD basis set.

Computed properties:
Highest occupied orbital energy (spin up / spin down) ... -7.5 / -7.6 eV
Multiplicity ... 1
HOMO-LUMO gap (spin up / spin down) ... 6.1 / 6.1 eV
E_LUMO (spin up / spin down) ... -0.05222 / -0.05203 Ha

Each line ends with the Mulliken charge.
Element x y z (Å)
N 1.20 1.08 0.30  -0.44
Si -1.33 -0.06 0.04  0.43
P 2.38 0.23 -0.01  0.03
H -1.22 0.01 -1.42  0.00
H -1.16 -1.28 0.77  -0.01
H -1.77 1.25 0.82  0.03
H 1.91 -1.22 -0.48  -0.05

=====

Relative energies in hartree: #a 0.0000; #b 0.0685

=====

#a
Below is a cluster of 2 separate species, C5H14 in total, with properties calculated with ωB97M-V with the def2-TZVPD basis set.

Computed properties:
Highest occupied orbital energy (spin up / spin down) ... 1.5 / -7.5 eV
Net charge ... -1
Multiplicity ... 2
HOMO-LUMO gap (spin up / spin down) ... 2.8 / 11.9 eV
E_LUMO (spin up / spin down) ... 0.15982 / 0.15936 Ha

Each line ends with the Mulliken charge.
Element x y z (Å)
C -0.21 2.14 0.76  -0.32
C 0.15 1.05 1.80  -2.22
C -1.69 2.07 0.41  -2.10
H 0.51 2.04 -0.06  0.68
H 0.09 3.09 1.22  0.24
H 0.44 1.46 2.78  0.66
H -0.70 0.40 2.01  0.32
H -2.03 2.63 -0.46  0.59
H -2.22 2.56 1.24  0.42
H 1.01 0.41 1.60  0.52
H -2.03 1.04 0.34  0.58
C 0.27 -2.97 -1.31  -1.56
C 1.45 -2.03 -1.61  -1.34
H 0.05 -3.52 -2.23  0.28
H 0.53 -3.72 -0.56  0.55
H -0.62 -2.44 -0.97  0.56
H 1.44 -1.82 -2.68  0.49
H 2.41 -2.55 -1.49  0.35
H 1.57 -1.17 -0.95  0.30

=====

#b
Below is a cluster of 2 separate species, C5H14 in total, with properties calculated with ωB97M-V with the def2-TZVPD basis set.

Computed properties:
Highest occupied orbital energy (spin up / spin down) ... 1.5 / -7.1 eV
Net charge ... -1
Multiplicity ... 2
HOMO-LUMO gap (spin up / spin down) ... 2.7 / 11.5 eV
E_LUMO (spin up / spin down) ... 0.15481 / 0.16334 Ha

Each line ends with the Mulliken charge.
Element x y z (Å)
C -0.52 0.50 -2.78  -1.90
C 0.60 -0.34 -2.08  -2.14
H -0.93 -0.09 -3.59  0.49
H -1.15 0.93 -2.00  0.80
H -0.02 1.35 -3.25  0.36
H 0.11 -0.75 -1.21  0.74
H 1.60 0.06 -1.96  0.63
H 0.77 -1.25 -2.68  0.43
C 0.27 -0.32 1.37  0.99
C -0.41 -1.10 2.46  -2.21
C 0.11 1.22 1.37  -1.90
H 1.31 -0.58 1.18  0.55
H -0.16 -0.65 0.39  -0.75
H -1.46 -1.33 2.29  0.95
H -0.46 1.51 2.26  0.21
H -0.51 -0.54 3.42  0.55
H 0.19 -1.97 2.77  0.25
H 1.03 1.80 1.59  0.41
H -0.37 1.56 0.45  0.56

=====

#c
Below is a cluster of 2 separate species, C5H14 in total, with properties calculated with ωB97M-V with the def2-TZVPD basis set.

Computed properties:
Highest occupied orbital energy (spin up / spin down) ... 1.5 / -7.7 eV
Net charge ... -1
Multiplicity ... 2
HOMO-LUMO gap (spin up / spin down) ... 2.7 / 11.9 eV
E_LUMO (spin up / spin down) ... 0.15433 / 0.15360 Ha

Each line ends with the Mulliken charge.
Element x y z (Å)
C -2.31 -1.07 0.14  -0.33
C -2.15 -0.03 -1.01  -1.12
C -0.92 -1.50 0.68  -0.15
H -2.92 -0.56 0.90  0.33
H -2.93 -1.90 -0.17  0.22
H -2.29 -0.59 -1.94  0.37
H -0.82 -1.28 1.75  0.34
H -0.70 -2.52 0.38  0.50
H -0.15 -0.83 0.30  -0.70
H -2.86 0.79 -1.00  0.37
H -1.22 0.52 -0.96  0.07
C 2.82 0.73 -0.35  -1.85
C 1.99 1.54 0.62  -2.79
H 2.71 -0.35 -0.26  0.26
H 2.68 1.04 -1.39  0.64
H 3.90 0.88 -0.22  0.69
H 0.96 1.59 0.22  0.11
H 2.34 2.56 0.77  1.53
H 1.86 1.00 1.56  0.52

=====

Relative energies in hartree: #a 0.0000; #b 0.0199; #c 0.0020